Entry 1:
# C2H9N2O

A cluster of 2 separate species, C2H9N2O in total at a distorted geometry (wB97M-V/def2-TZVPD, OMol25).

Element x y z (Å)
C1 1.97656 -0.26261 0.22008
C2 0.54172 -0.21229 0.50321
N1 -0.05326 1.13490 0.24519
N2 2.26955 -0.68533 -1.11600
H1 2.59325 0.44176 0.78558
H2 -0.07607 -0.78452 -0.18590
H3 -0.52039 1.20596 -0.64718
H4 0.40133 1.97381 0.57372
H5 0.21786 -0.48402 1.51724
H6 3.14588 -1.23358 -0.99524
H7 2.76026 0.18106 -1.42830
H8 -4.81341 -0.32498 0.15251
H9 -3.69089 0.03781 1.05940
O1 -3.87330 -0.15427 0.11950

The largest force on an atom is 4.25 eV/A. For the gap between HOMO and LUMO, the calculation gives 6.542 eV. The charge is +1.



Entry 2:
# C26H25Br33N4

A structure of composition C26H25Br33N4 at a distorted geometry (wB97M-V/def2-TZVPD, OMol25).

Element x y z (Å)
C1 3.78162 -3.41541 3.87334
C2 2.69300 -2.40564 4.25681
N1 2.15292 -1.70947 3.07119
C3 1.08165 -0.85846 3.46239
C4 1.36960 0.52226 3.66977
N2 0.48619 1.39287 4.05634
C5 -0.76853 0.88914 4.25347
C6 -1.79326 1.75546 4.67841
C7 -3.04942 1.29661 4.88981
C8 -3.36025 -0.05912 4.65151
C9 -2.40165 -0.92242 4.20549
C10 -2.72503 -2.34492 3.91844
C11 -2.49773 -2.88135 2.65096
C12 -2.83828 -4.20630 2.45674
C13 -3.40343 -4.88961 3.53140
N3 -3.60602 -4.42688 4.76466
C14 -3.25079 -3.13805 4.92155
C15 -1.07425 -0.46726 4.01329
N4 -0.11284 -1.34859 3.61053
H1 4.06357 -3.31376 2.82733
H2 3.42621 -4.43056 4.05453
H3 4.65522 -3.28678 4.51052
H4 3.10545 -1.67266 4.95320
H5 1.87850 -2.90450 4.79475
H6 1.71258 -2.42172 2.49243
H7 2.39055 0.85291 3.51353
H8 -1.54646 2.79834 4.83149
H9 -3.82692 1.97181 5.22024
H10 -4.35852 -0.44464 4.81315
H11 -2.08236 -2.27649 1.85627
H12 -2.69483 -4.68106 1.49673
H13 -3.68179 -5.91449 3.31818
H14 -3.39636 -2.72039 5.91204
C16 2.20870 3.11708 -0.15512
Br1 2.11765 1.70335 1.14796
Br2 1.40474 2.61032 -1.82477
Br3 1.47036 4.75369 0.52597
H15 3.25914 3.28605 -0.34198
C17 6.46563 4.22128 1.58049
Br4 6.28460 2.81053 2.87012
Br5 5.70370 3.70783 -0.11061
Br6 5.73104 5.87579 2.21723
H16 7.52209 4.37786 1.41643
C18 3.52041 -0.57161 -3.09626
Br7 2.13507 -0.98399 -1.82712
Br8 4.72554 0.78060 -2.44073
Br9 4.47722 -2.15006 -3.63256
H17 3.04114 -0.17286 -3.97889
C19 -0.12970 3.63840 -5.73271
Br10 1.44041 4.67316 -6.13385
Br11 0.30877 1.85848 -5.15382
Br12 -1.25082 4.51331 -4.44600
H18 -0.68847 3.54512 -6.65309
C20 -6.36187 -8.10612 4.92982
Br13 -5.34620 -6.50268 4.59170
Br14 -7.60499 -8.49570 3.50708
Br15 -5.20210 -9.60083 5.28440
H19 -6.95083 -7.94598 5.82090
C21 -4.52409 3.21440 -2.21845
Br16 -4.34253 1.93379 -3.63633
Br17 -2.86492 3.38519 -1.27272
Br18 -5.11882 4.92025 -2.88702
H20 -5.27857 2.85747 -1.53323
C22 2.60283 6.55470 -9.76431
Br19 3.84716 7.97486 -9.40414
Br20 0.96912 7.21784 -10.52998
Br21 3.39010 5.18071 -10.85410
H21 2.34774 6.10387 -8.81775
C23 9.41790 0.35956 3.12554
Br22 10.35765 1.95455 2.59901
Br23 8.24434 -0.25503 1.73591
Br24 10.62736 -1.01857 3.70022
H22 8.80229 0.61980 3.97431
C24 -6.75552 1.93105 -7.35179
Br25 -6.70887 3.53776 -6.30749
Br26 -4.97667 1.21716 -7.53590
Br27 -7.96646 0.61918 -6.64283
H23 -7.11168 2.20183 -8.33492
C25 -2.87144 4.33364 -9.48463
Br28 -2.64129 4.70005 -7.61198
Br29 -4.67679 4.68544 -10.04477
Br30 -1.59049 5.28493 -10.55470
H24 -2.69219 3.27811 -9.62889
C26 0.30568 -7.58180 2.26107
Br31 0.31651 -9.13285 3.39615
Br32 -0.45662 -7.96757 0.53758
Br33 -0.59602 -6.09557 3.09227
H25 1.33470 -7.29664 2.09874

The largest force on an atom is 2.14 eV/A. For the gap between HOMO and LUMO, the calculation gives 8.553 eV.



Entry 3:
# C22H46AlBr2CaClF2LiN3O11P

A structure of composition C22H46AlBr2CaClF2LiN3O11P at a distorted geometry (wB97M-V/def2-TZVPD, OMol25).

Element x y z (Å)
C1 3.56287 0.24934 2.55432
C2 3.40212 1.59545 1.88605
C3 2.01980 1.81686 1.34446
C4 1.63385 0.80382 0.29316
N1 0.28323 0.23872 0.53193
N2 0.13593 -0.57805 1.55557
C5 -1.12325 -1.36294 1.33844
C6 -2.28559 -1.03349 2.29601
C7 -3.67129 -1.06812 1.62755
C8 -4.08498 0.30956 1.14337
N3 -4.16058 1.24197 2.29564
C9 -5.37576 1.94925 2.41192
C10 -5.96167 2.73655 1.27436
O1 -5.98981 1.93440 3.54789
H1 3.33754 -0.59163 1.89993
H2 3.01345 0.16195 3.48570
H3 4.62136 0.16626 2.81935
H4 3.60053 2.36554 2.62641
H5 4.17851 1.69016 1.12524
H6 1.30871 1.82035 2.14645
H7 2.01535 2.80560 0.88588
H8 2.38487 0.01713 0.26222
H9 1.60569 1.28433 -0.68379
H10 -0.34032 1.05818 0.62821
H11 -1.41429 -1.23188 0.30325
H12 -0.81904 -2.38747 1.53172
H13 -2.27349 -1.79001 3.06880
H14 -2.14415 -0.08586 2.80171
H15 -4.38175 -1.45193 2.35885
H16 -3.65477 -1.79540 0.81302
H17 -5.01244 0.23645 0.57627
H18 -3.30734 0.65171 0.45719
H19 -3.35049 1.85605 2.36042
H20 -5.88359 2.24962 0.30690
H21 -7.02562 2.88213 1.46914
H22 -5.54126 3.73972 1.24203
Al1 -7.83071 0.85125 3.12888
O2 2.31087 -1.80474 -4.75208
P1 0.87134 -1.56939 -4.37272
O3 -0.00512 -2.41257 -5.47923
C11 0.36663 -3.72070 -5.88227
C12 -0.36312 -4.77271 -5.05624
O4 0.60071 -0.06725 -4.81435
C13 1.68425 0.87259 -5.07009
C14 2.03054 0.94665 -6.53157
O5 -0.39932 -1.41714 -3.29103
C15 -0.69554 -2.41402 -2.32030
C16 0.52755 -2.98485 -1.62123
H23 1.44600 -3.86857 -5.81906
H24 0.08669 -3.82297 -6.92996
H25 0.00096 -4.79179 -4.02237
H26 -0.19566 -5.74844 -5.47494
H27 -1.44124 -4.57773 -5.03062
H28 2.56351 0.61691 -4.47277
H29 1.33638 1.84371 -4.72232
H30 2.16593 -0.04158 -6.97519
H31 2.94519 1.52106 -6.67014
H32 1.23323 1.43434 -7.08990
H33 -1.29181 -3.20825 -2.77762
H34 -1.33642 -1.93666 -1.57808
H35 1.22922 -3.43200 -2.34214
H36 0.24838 -3.76311 -0.91210
H37 1.05553 -2.19311 -1.07028
Cl1 6.32331 0.71765 3.53280
Br1 3.26653 4.25027 4.07616
C17 1.73324 3.75046 5.17860
C18 0.87735 2.72718 4.44222
Br2 -0.16906 3.67403 3.06706
H38 1.19016 4.66240 5.40379
H39 2.16069 3.34970 6.09378
H40 0.15307 2.26347 5.10001
H41 1.45077 1.94885 3.95595
C19 -0.83120 -1.81626 4.94708
C20 -1.07109 -2.22106 6.39103
O6 -0.11815 -1.42119 7.09480
C21 0.16995 -0.34452 6.32206
O7 0.80415 0.60460 6.69146
O8 -0.35356 -0.48075 5.07927
H42 -1.73160 -1.84190 4.34023
H43 -0.06006 -2.41865 4.46342
H44 -2.07348 -1.96064 6.73803
H45 -0.89702 -3.27785 6.57482
C22 3.47250 3.77865 -8.60619
O9 3.62992 4.87412 -9.17258
O10 2.46136 2.97708 -9.18320
O11 4.07934 3.33112 -7.62715
H46 2.22227 3.62664 -9.86100
F1 3.58356 6.21560 5.53861
Li1 2.53111 -1.63131 -2.67159
F2 -0.48149 0.01078 2.63428
Ca1 -0.76883 -7.37168 -5.17968

The largest force on an atom is 9.16 eV/A. For the gap between HOMO and LUMO, the calculation gives 0.978 eV. The charge is +1.



Entry 4:
# C5H15N2O

The molecule C5H15N2O at a distorted geometry (wB97M-V/def2-TZVPD, OMol25).

Element x y z (Å)
N1 -2.37763 -1.01953 0.83353
C1 -1.59683 -0.14162 1.78956
C2 -0.77975 0.88285 0.93459
N2 0.32667 0.25990 0.22056
C3 1.70500 0.48627 0.70346
C4 0.17188 0.12283 -1.24822
C5 1.30156 -0.57685 -1.96771
O1 2.26565 0.47557 -2.14176
H1 -1.91010 -0.90390 -0.08988
H2 -3.27493 -0.56043 0.61111
H3 -2.39502 -2.04347 0.97917
H4 -0.78715 -0.53381 2.39534
H5 -2.25162 0.40653 2.45177
H6 -1.41449 1.43787 0.22738
H7 -0.33574 1.61751 1.61340
H8 2.06186 1.46684 0.39007
H9 1.74782 0.29481 1.75766
H10 2.27018 -0.38308 0.33918
H11 0.13286 1.17030 -1.65685
H12 -0.75910 -0.49499 -1.38496
H13 1.74869 -1.47680 -1.60690
H14 0.93997 -0.77781 -2.98880
H15 3.21022 0.29101 -2.16168

The expectation value of S² is 0.750. The largest force on an atom is 2.42 eV/A. For the gap between HOMO and LUMO (alpha / beta), the calculation gives 4.243 / 9.172 eV. The spin multiplicity is 2.



Entry 5:
# C18H18N2O2

The molecule C18H18N2O2 (wB97M-V/def2-TZVPD, OMol25).

Element x y z (Å)
O1 1.45448 -2.92722 0.24837
C1 1.30688 -1.94110 -0.44273
N1 2.05399 -0.83161 -0.38218
H1 1.80657 -0.04274 -0.96983
C2 3.07208 -0.59929 0.61787
H2 3.22395 -1.54941 1.13544
C3 4.35031 -0.05723 -0.03000
C4 4.15803 1.46784 -0.11498
H3 5.03879 1.98347 0.26658
C5 2.91736 1.79551 0.73494
H4 2.06270 2.00365 0.09002
H5 3.07482 2.66726 1.36823
C6 2.65310 0.53454 1.55834
H6 3.28595 0.51604 2.44607
H7 1.61320 0.44488 1.87094
H8 4.01091 1.78846 -1.14541
H9 4.51760 -0.50871 -1.00662
H10 5.20225 -0.30078 0.60427
C7 0.19605 -1.83378 -1.50638
N2 -0.81385 -0.89097 -1.08987
C8 -0.68445 0.47842 -1.24353
O2 0.29810 1.01745 -1.72364
C9 -1.92198 1.07690 -0.69741
C10 -2.42186 2.34813 -0.55924
C11 -3.67928 2.49274 0.05613
C12 -4.41555 1.42701 0.52410
C13 -3.92566 0.10854 0.40070
C14 -2.68194 -0.00056 -0.21922
C15 -2.00101 -1.21227 -0.44476
C16 -2.57661 -2.38092 -0.02401
C17 -3.83763 -2.29431 0.60631
C18 -4.50539 -1.11346 0.81797
H11 -5.46804 -1.11154 1.30658
H12 -4.29162 -3.21676 0.93807
H13 -2.10158 -3.34158 -0.14458
H14 -5.37467 1.59801 0.99132
H15 -4.07935 3.49048 0.16566
H16 -1.87978 3.21414 -0.90657
H17 0.62750 -1.48681 -2.45039
H18 -0.26437 -2.81239 -1.64660

As for the SMILES: O=C(CN1C(=O)c2cccc3cccc1c23)NC1CCCC1. The largest force on an atom is 0.80 eV/A. For the gap between HOMO and LUMO, the calculation gives 7.812 eV.



Entry 6:
# C5H8O2

A structure of composition C5H8O2 (wB97M-V/def2-TZVPD, OMol25).

Element x y z (Å)
O1 -0.79756 1.79783 -0.81040
C1 -0.20883 0.77828 -0.56070
C2 0.38177 -0.26684 -1.51581
C3 0.98412 -1.14965 -0.41411
C4 -0.14669 -1.30874 0.61608
C5 0.20970 0.17858 0.78857
O2 1.58890 -0.15256 0.46214
H1 -1.57085 2.66654 1.15506
H2 -1.92686 2.71178 1.80869
H3 -0.39372 -0.74320 -2.12404
H4 1.13822 0.17497 -2.16908
H5 1.65803 -1.95929 -0.69535
H6 -1.14776 -1.59253 0.27571
H7 0.16899 -1.89155 1.48339
H8 0.06253 0.75635 1.69983

The largest force on an atom is 0.58 eV/A. For the gap between HOMO and LUMO, the calculation gives 10.319 eV.